The following is a DFT calculation (ωB97M-V/def2-TZVPD) of 12 unconnected molecules or ions with the total composition C48H132N12O12 in a non-equilibrium geometry.

```
204
Properties=species:S:1:pos:R:3:lowdin_charge:R:1
C 6.326 -2.040 -3.862 -0.0624
O 4.937 -1.525 -3.774 -0.2346
C 4.701 -0.576 -2.649 -0.1575
C 4.417 -1.293 -1.329 -0.4472
C 3.513 -2.503 -1.376 -0.0593
N 3.989 -0.324 -0.349 0.0546
H 7.011 -1.221 -3.930 0.0654
H 6.341 -2.589 -4.810 0.0916
H 6.534 -2.547 -2.938 0.0699
H 5.645 0.010 -2.526 0.1263
H 3.924 0.102 -3.056 0.0959
H 5.394 -1.626 -0.926 0.1398
H 2.533 -2.412 -1.845 0.0625
H 3.327 -2.958 -0.379 0.0830
H 3.985 -3.227 -2.059 0.0779
H 4.664 0.408 -0.192 0.0627
H 3.097 0.094 -0.567 0.0315
C -8.347 0.927 1.756 -0.1187
O -6.951 0.763 1.793 -0.2136
C -6.345 2.004 2.061 -0.2086
C -4.842 1.911 2.506 -0.3813
C -4.669 0.720 3.433 -0.0539
N -4.560 3.270 3.095 0.0519
H -8.722 1.472 2.606 0.0772
H -8.851 -0.048 1.770 0.0925
H -8.673 1.446 0.828 0.0986
H -6.406 2.660 1.166 0.1337
H -6.848 2.463 2.908 0.1128
H -4.210 1.801 1.648 0.0876
H -5.164 0.840 4.394 0.0833
H -3.634 0.507 3.704 0.0635
H -5.108 -0.184 3.023 0.0594
H -4.830 3.276 4.059 0.0494
H -3.545 3.399 3.191 0.0521
C -3.883 1.533 -3.089 -0.1058
O -4.610 0.334 -2.842 -0.1770
C -4.304 0.053 -1.475 -0.2243
C -4.989 -1.242 -1.118 -0.4364
C -6.460 -1.051 -1.444 -0.0439
N -4.777 -1.680 0.250 0.0583
H -3.923 1.742 -4.169 0.0971
H -2.809 1.453 -2.784 0.0693
H -4.381 2.349 -2.564 0.0847
H -3.216 0.002 -1.280 0.0955
H -4.691 0.852 -0.817 0.1299
H -4.577 -2.018 -1.779 0.1313
H -6.541 -0.257 -2.177 0.0670
H -7.032 -0.670 -0.578 0.0750
H -6.833 -1.968 -1.906 0.0828
H -4.922 -2.655 0.461 0.0702
H -5.264 -1.089 0.935 0.0601
C -0.077 5.386 -3.110 -0.0823
O -0.500 4.569 -1.986 -0.2175
C -1.150 5.423 -1.057 -0.2347
C -1.449 4.644 0.182 -0.4551
C -2.401 3.481 -0.137 -0.0476
N -1.863 5.578 1.202 0.0579
H 0.474 6.321 -2.916 0.0933
H -0.949 5.618 -3.730 0.0888
H 0.626 4.794 -3.680 0.0656
H -0.504 6.277 -0.839 0.1253
H -2.107 5.792 -1.556 0.1499
H -0.475 4.208 0.430 0.1326
H -1.959 3.016 -1.032 0.0601
H -3.347 3.850 -0.503 0.0720
H -2.635 2.708 0.630 0.0674
H -1.933 5.104 2.082 0.0516
H -2.799 5.888 0.925 0.0870
C 0.931 -3.698 3.022 -0.0743
O 1.453 -2.612 3.825 -0.1890
C 0.513 -2.358 4.876 -0.2248
C 1.001 -1.277 5.835 -0.4301
C 0.119 -1.275 7.043 -0.0656
N 0.989 0.061 5.171 0.0616
H -0.127 -3.531 2.733 0.0711
H 1.009 -4.636 3.610 0.0898
H 1.498 -3.666 2.106 0.0740
H -0.462 -1.953 4.534 0.1299
H 0.309 -3.259 5.451 0.1185
H 2.051 -1.435 6.046 0.1369
H -0.054 -2.317 7.418 0.0969
H -0.815 -0.749 6.803 0.0643
H 0.579 -0.716 7.863 0.0828
H 1.355 -0.024 4.213 0.0532
H 0.011 0.289 4.987 0.0497
C 3.222 2.933 1.512 -0.1173
O 4.249 3.789 1.952 -0.1826
C 5.487 3.095 1.899 -0.2118
C 6.547 4.204 1.863 -0.4273
C 6.549 4.985 0.535 -0.0652
N 7.806 3.409 1.973 0.0071
H 3.258 1.939 1.949 0.0802
H 3.192 2.726 0.404 0.0943
H 2.312 3.481 1.674 0.0644
H 5.504 2.467 2.780 0.1271
H 5.654 2.530 0.989 0.1130
H 6.434 5.044 2.606 0.1463
H 6.752 4.299 -0.275 0.0761
H 7.161 5.859 0.562 0.0638
H 5.503 5.324 0.434 0.0835
H 8.535 4.105 1.628 0.0921
H 8.060 3.118 2.917 0.0660
C -2.134 -3.499 -1.252 -0.0864
O -1.299 -4.329 -0.436 -0.1967
C -0.088 -4.492 -1.099 -0.2502
C 0.575 -5.710 -0.495 -0.4143
C 1.873 -5.975 -1.224 -0.0635
N -0.316 -6.918 -0.567 0.0575
H -1.656 -2.538 -1.401 0.0639
H -3.093 -3.408 -0.755 0.0607
H -2.453 -3.919 -2.215 0.1016
H -0.345 -4.592 -2.176 0.1302
H 0.521 -3.555 -1.078 0.1151
H 0.742 -5.471 0.555 0.1223
H 2.152 -7.020 -1.139 0.0757
H 2.697 -5.375 -0.791 0.0695
H 1.850 -5.640 -2.272 0.0842
H -1.174 -6.547 -0.191 0.0387
H -0.497 -7.082 -1.556 0.0759
C 1.333 1.860 -2.030 -0.1211
O 1.321 0.846 -1.108 -0.2029
C 0.119 0.712 -0.423 -0.2064
C 0.166 -0.538 0.478 -0.3737
C -1.202 -0.659 1.014 -0.0723
N 1.091 -0.158 1.622 0.1009
H 0.987 2.784 -1.606 0.0703
H 0.833 1.667 -2.984 0.0799
H 2.371 2.065 -2.329 0.0912
H -0.140 1.519 0.286 0.1238
H -0.649 0.632 -1.198 0.1012
H 0.442 -1.408 -0.127 0.1238
H -1.356 -1.483 1.688 0.0694
H -1.984 -0.669 0.235 0.0551
H -1.498 0.251 1.580 0.0881
H 2.028 -0.083 1.260 0.0404
H 1.068 -0.852 2.339 0.0287
C 6.363 3.847 -7.407 -0.1535
O 5.447 3.102 -6.706 -0.2108
C 4.358 3.887 -6.197 -0.1810
C 3.165 2.907 -5.975 -0.4083
C 3.691 1.576 -5.445 -0.0636
N 2.606 2.756 -7.321 0.0365
H 6.889 3.121 -8.016 0.0823
H 7.101 4.377 -6.734 0.1005
H 5.961 4.588 -8.136 0.0927
H 4.758 4.297 -5.259 0.1245
H 4.027 4.678 -6.886 0.1158
H 2.435 3.288 -5.249 0.1148
H 4.229 1.649 -4.498 0.0669
H 4.390 1.146 -6.168 0.0880
H 2.831 0.911 -5.291 0.0723
H 2.005 3.536 -7.598 0.0744
H 2.060 1.926 -7.526 0.0491
C -2.577 -4.716 3.081 -0.1417
O -1.827 -5.768 3.531 -0.2105
C -1.919 -6.997 2.875 -0.2109
C -1.308 -8.041 3.856 -0.3812
C 0.189 -7.810 3.894 -0.0680
N -1.661 -9.324 3.138 0.0299
H -3.672 -4.802 3.323 0.0993
H -2.485 -4.635 1.981 0.0879
H -2.284 -3.851 3.651 0.0699
H -2.978 -7.206 2.667 0.1261
H -1.311 -7.013 1.953 0.1068
H -1.799 -7.963 4.848 0.1416
H 0.505 -7.735 2.838 0.0837
H 0.817 -8.559 4.381 0.0762
H 0.478 -6.823 4.275 0.0628
H -0.863 -9.964 3.129 0.0667
H -2.422 -9.812 3.556 0.0503
C -0.907 -0.550 -3.544 -0.1022
O -1.210 -0.993 -4.868 -0.1868
C -0.299 -0.425 -5.737 -0.2497
C -0.789 -0.870 -7.156 -0.4130
C -0.610 -2.408 -7.178 -0.0513
N 0.079 -0.173 -8.105 0.0215
H -1.669 -0.935 -2.878 0.0633
H -0.974 0.546 -3.460 0.0593
H 0.108 -0.880 -3.170 0.1148
H -0.339 0.687 -5.596 0.1320
H 0.696 -0.799 -5.549 0.1190
H -1.873 -0.583 -7.162 0.1467
H -1.117 -2.854 -8.012 0.0601
H -1.074 -2.815 -6.283 0.0729
H 0.442 -2.656 -7.307 0.0827
H -0.212 0.811 -8.089 0.0678
H -0.220 -0.392 -9.069 0.0821
C 0.466 2.913 3.703 -0.1063
O -0.845 2.775 4.308 -0.2205
C -0.760 3.411 5.561 -0.2478
C -2.047 3.193 6.387 -0.3965
C -1.959 3.943 7.748 -0.0617
N -2.398 1.735 6.574 0.0428
H 1.236 2.783 4.475 0.0860
H 0.539 3.911 3.231 0.0849
H 0.389 2.169 2.899 0.0665
H 0.092 2.944 6.067 0.1183
H -0.590 4.492 5.517 0.1248
H -2.898 3.646 5.860 0.1191
H -2.905 3.957 8.239 0.0582
H -1.519 4.952 7.598 0.0818
H -1.252 3.408 8.414 0.0808
H -2.407 1.340 5.605 0.0534
H -1.609 1.224 6.967 0.0377
```

Summary:
* F_max: 2.94 eV Å⁻¹
* SMILES: COC[C@H](C)N.COC[C@H](C)N.COC[C@H](C)N.COC[C@H](C)N.COC[C@H](C)N.COC[C@H](C)N.COC[C@H](C)N.COC[C@H](C)N.COC[C@H](C)N.COC[C@H](C)N.COC[C@H](C)N.COC[C@H](C)N
* energy relative to the best compared isomer or geometry (same formula, charge and spin): 3.8666 eV
* 2S+1: 1
* calculated total energy: -94359.4119 eV